ORCA calculation (the ωB97M-V functional and the def2-TZVPD basis) on a 3-piece molecular cluster, C12H33BIO8P2 overall at a distorted geometry.

Computed properties:
Orbital gap ... 3.5957 eV
E ... -56713.4200 eV
E_HOMO ... -4.21 eV
Net charge ... -1
Largest force on an atom ... 0.1831 hartree/bohr
Energy relative to the best compared isomer or geometry (same formula, charge and spin) ... 1.6837 eV

```
57
Properties=species:S:1:pos:R:3:forces:R:3
B 6.29033 4.61569 2.65505 1.0 0.1 -0.1
I 4.05423 4.52743 2.71061 -0.9 0.0 -0.1
H 6.64292 5.34701 3.52676 0.0 0.2 0.5
H 6.67230 3.49908 2.81140 0.1 -0.4 0.1
H 6.66826 5.06117 1.61247 -0.2 0.1 -0.5
O 1.76329 3.69846 -4.16753 -3.3 2.7 0.9
P 0.93195 3.16775 -2.99538 4.8 -6.9 1.4
O 2.16202 3.00541 -1.90834 -0.9 0.5 -0.4
C 2.76623 4.19218 -1.39261 0.4 0.4 0.4
C 1.77734 5.06143 -0.64183 -0.2 0.0 -0.1
O 0.81309 1.61953 -3.59313 -0.8 0.5 0.0
C 0.65058 1.42199 -4.99583 0.4 0.0 -0.2
C 1.96100 0.96492 -5.61301 0.1 -0.2 0.0
O -0.21913 2.76211 -1.80484 -0.4 3.3 -2.1
C -0.25016 1.50972 -1.11514 -0.2 -0.8 0.6
C 0.65839 1.44496 0.09620 0.5 0.0 -0.1
H 3.23335 4.75277 -2.20697 -0.1 -0.1 -0.1
H 3.56099 3.87664 -0.71384 -0.1 -0.1 0.0
H 1.00920 5.45830 -1.31908 0.0 0.0 -0.1
H 2.28771 5.90243 -0.17071 0.0 -0.1 0.0
H 1.26056 4.49115 0.13036 0.1 0.0 0.0
H 0.28251 2.33117 -5.47800 0.2 0.0 0.0
H -0.11217 0.65249 -5.14147 0.0 0.0 0.2
H 2.80450 1.56560 -5.26981 -0.2 0.2 0.0
H 1.91854 1.01194 -6.70391 0.0 0.0 0.0
H 2.17547 -0.06639 -5.32096 0.0 0.0 0.0
H -0.07010 0.66083 -1.77359 0.1 0.3 -0.2
H -1.28096 1.40012 -0.76280 0.0 0.3 -0.2
H 1.70168 1.30953 -0.18746 0.0 0.1 0.0
H 0.38980 0.58826 0.72142 -0.2 0.1 -0.1
H 0.58559 2.35216 0.69719 0.0 -0.1 0.0
O -1.40462 -1.46692 1.82830 -3.5 2.7 -1.4
P -2.50971 -2.46033 1.45803 5.4 -7.3 2.3
O -2.52611 -3.20777 2.93379 -0.8 0.6 0.2
C -3.08448 -2.50197 4.03644 0.0 0.0 0.3
C -4.54940 -2.16412 3.82551 0.0 -0.1 -0.1
O -1.45818 -3.44975 0.63982 -0.7 0.5 -0.9
C -0.45423 -2.86545 -0.19554 0.5 0.1 0.2
C 0.89768 -2.92492 0.49334 0.2 -0.2 0.0
O -3.75895 -3.50765 0.95598 -1.0 3.7 -0.5
C -3.63634 -4.92937 0.90352 -0.1 -1.0 -0.2
C -3.91784 -5.63067 2.22067 0.3 0.1 0.3
H -2.50288 -1.59625 4.22736 0.0 0.0 0.0
H -2.98168 -3.14754 4.91134 0.1 -0.1 -0.1
H -4.67352 -1.45336 3.00125 0.0 0.1 0.0
H -4.97439 -1.71991 4.72746 0.0 0.1 -0.1
H -5.12532 -3.05467 3.57027 0.0 0.0 0.0
H -0.71719 -1.83843 -0.46122 0.1 -0.1 0.1
H -0.41777 -3.43612 -1.12660 -0.2 -0.1 0.1
H 0.84014 -2.60204 1.53408 -0.1 0.2 -0.1
H 1.62983 -2.30263 -0.02560 0.0 0.0 0.0
H 1.26818 -3.95326 0.50772 0.0 0.0 -0.1
H -2.68035 -5.25292 0.49565 0.0 0.3 0.1
H -4.39314 -5.25530 0.18357 -0.1 0.3 0.0
H -3.08065 -5.54387 2.91290 -0.1 0.1 0.0
H -4.07383 -6.69930 2.04933 -0.1 0.1 -0.2
H -4.80458 -5.22128 2.70738 0.0 -0.1 -0.1
```
Forces are in eV/Å.

Löwdin atomic charge list, values in e, 6 entries: -0.964, 0.357, -0.100, -0.100, -0.094, -0.227

---

ORCA calculation (the ωB97M-V functional and the def2-TZVPD basis) on C61H141Br3 as an isolated structure at a distorted geometry.

Computed properties:
Orbital gap ... 10.2191 eV
E ... -275669.6419 eV
E_HOMO ... -10.42 eV
Largest force on an atom ... 0.0600 hartree/bohr

```
205
Properties=species:S:1:pos:R:3:forces:R:3
C 1.65787 -6.32860 4.91243 1.1 -0.5 0.1
Br 1.12463 -7.50508 6.37931 -0.1 0.4 -0.5
Br 2.32422 -4.63128 5.62013 -0.4 -0.4 -0.3
Br 0.37099 -6.12644 3.49581 -0.1 0.1 0.5
H 2.53116 -6.83711 4.45719 -0.7 0.5 0.3
C 2.73479 -8.82870 1.78370 0.4 0.9 0.6
C 3.69221 -7.94898 0.97202 -0.3 -0.3 -0.4
C 3.89806 -6.52792 1.53945 -1.3 0.4 -1.1
C 4.30737 -5.49514 0.43629 0.7 -1.3 0.0
C 4.66443 -4.12156 0.97963 0.9 -0.4 1.1
C 3.63342 -3.32471 1.78781 0.5 0.3 -1.8
H 2.50089 -9.75004 1.27019 -0.4 -0.1 -0.2
H 1.85840 -8.23903 2.08686 -0.2 -0.4 -0.6
H 3.15635 -9.10286 2.73150 0.5 -0.3 0.6
H 4.65571 -8.44593 0.82512 0.0 0.0 0.2
H 3.24502 -7.96781 -0.03478 0.2 0.7 0.1
H 4.58970 -6.56512 2.39907 -0.3 0.3 -0.3
H 2.87622 -6.15569 1.83381 0.9 -0.4 0.4
H 5.26511 -5.81493 -0.04604 -0.8 -0.2 0.1
H 3.52113 -5.57183 -0.35306 0.4 0.5 0.5
H 5.49155 -4.31931 1.70401 -0.3 0.0 -0.5
H 5.16355 -3.54777 0.19187 -0.4 0.3 0.0
H 2.90162 -2.94427 1.06095 -0.3 -0.1 0.5
H 3.17464 -3.93752 2.55275 -0.1 0.2 0.3
H 4.17267 -2.45001 2.16304 -0.4 -0.1 0.4
C -1.82948 5.96964 -8.19979 1.9 1.6 0.6
C -2.36091 4.79738 -7.42687 1.0 -0.4 0.6
C -1.44777 3.57776 -7.61385 -0.4 0.4 0.5
C -1.89724 2.32385 -6.90335 -0.2 -0.4 1.1
C -3.08544 1.58202 -7.61940 0.0 -0.4 2.8
C -3.36031 0.21548 -6.90148 -0.1 -0.1 0.0
H -1.69172 5.79805 -9.29159 -0.7 0.2 0.6
H -0.72743 6.13457 -7.86700 -1.7 0.1 -0.3
H -2.42618 6.90355 -7.93121 0.9 -1.0 -0.8
H -2.43570 5.04145 -6.35951 0.1 0.1 -0.1
H -3.35089 4.59275 -7.73719 -1.2 -0.5 -0.4
H -0.43960 3.84850 -7.29256 -0.1 0.0 -0.2
H -1.46298 3.38737 -8.65849 0.5 -0.2 -1.2
H -1.02702 1.64274 -6.67000 -0.8 0.4 -0.7
H -2.17602 2.67648 -5.88304 -0.3 -0.5 -0.4
H -4.01839 2.16673 -7.51480 0.5 0.0 -0.2
H -2.87347 1.49388 -8.64667 0.3 -0.3 -1.3
H -2.49103 -0.44904 -6.75751 0.0 0.4 -0.5
H -3.68362 0.41910 -5.88627 0.0 0.3 0.3
H -4.17435 -0.42341 -7.29281 0.4 0.5 -0.4
C -2.02844 2.46992 5.30536 -0.8 0.1 -0.5
C -1.24560 3.74835 5.23495 -0.6 1.8 0.5
C -0.77778 4.37641 6.57068 0.8 -1.9 0.5
C -0.00209 5.63714 6.30178 0.4 0.6 -0.4
C 0.90983 6.11896 7.42601 0.1 -0.5 -0.5
C 1.42818 7.51032 7.14932 0.3 0.2 -0.8
H -3.08636 2.56634 5.59976 0.4 0.4 0.1
H -1.58427 1.82322 6.02884 0.4 -0.9 0.2
H -2.07240 2.04174 4.29854 0.2 -0.4 0.3
H -0.36389 3.67285 4.59469 0.0 -0.3 0.1
H -1.86780 4.52540 4.75937 0.1 -0.2 -0.1
H -0.15375 3.58779 7.10429 -0.3 0.9 -0.6
H -1.56025 4.58727 7.31088 -0.3 -0.1 -0.5
H 0.62347 5.52841 5.39065 -0.4 0.0 0.3
H -0.75119 6.42440 6.09173 0.4 -0.1 -0.1
H 0.36197 6.04220 8.32954 -0.7 0.3 1.2
H 1.73096 5.40605 7.58066 0.0 0.1 -0.3
H 1.97576 7.96900 7.97856 -0.2 -0.1 -0.2
H 2.08842 7.44635 6.27074 0.2 0.1 0.3
H 0.63063 8.17021 6.78209 0.0 0.0 0.5
C 3.34833 0.04651 -4.97103 0.2 0.3 0.4
C 2.79735 1.47158 -4.89071 -0.6 -0.5 -0.2
C 2.61353 2.17695 -6.20654 -0.5 0.1 -0.5
C 1.98821 3.57480 -6.15867 2.1 0.1 2.1
C 2.63726 4.46145 -5.02534 -1.3 1.6 -1.9
C 3.99595 5.08961 -5.35703 0.0 -0.1 0.6
H 2.64557 -0.68087 -5.42201 0.1 0.5 0.5
H 3.63565 -0.23571 -3.93768 -0.2 -0.3 -0.8
H 4.20860 0.02435 -5.61693 0.7 -0.1 -0.1
H 1.85413 1.33200 -4.39902 -0.9 0.4 0.3
H 3.33583 2.14514 -4.24786 0.8 -0.2 0.5
H 1.98060 1.60099 -6.84671 -0.7 -0.7 -0.4
H 3.53390 2.14078 -6.74830 1.0 0.4 -0.3
H 2.06482 4.07105 -7.11653 -0.2 0.2 -0.2
H 0.98413 3.46921 -5.83616 -1.2 -0.1 -0.1
H 1.93074 5.32197 -4.90786 0.4 -0.5 0.1
H 2.61712 3.97469 -4.06564 0.2 -0.4 0.2
H 4.70341 4.36120 -5.76385 0.1 0.1 0.2
H 3.96319 5.93848 -6.05212 -0.4 -0.4 0.0
H 4.36183 5.51647 -4.41476 0.4 -0.2 -0.2
C 2.48393 0.25647 5.97482 0.1 -0.1 -1.7
C 2.73372 1.37839 4.87228 2.1 -2.1 0.4
C 2.49717 0.82338 3.47917 -0.3 0.2 -0.7
C 2.83722 1.72926 2.28312 1.0 0.9 1.0
C 1.97886 3.00040 2.34224 0.5 0.5 -0.3
C 2.20587 3.91588 1.12562 1.0 0.3 0.0
H 1.42849 0.01491 5.90687 -0.3 -0.1 0.1
H 2.64893 0.73041 6.91258 0.3 0.0 1.0
H 2.99712 -0.75003 5.89477 0.0 1.4 -0.1
H 2.02878 2.12032 5.12782 -0.6 1.2 0.1
H 3.78866 1.79379 4.92812 -1.1 -0.3 0.2
H 1.41876 0.61238 3.40971 0.3 -0.4 -0.1
H 3.07664 -0.08920 3.32660 -0.2 -0.3 0.3
H 3.94670 2.04934 2.35777 -1.5 -0.5 -0.3
H 2.70429 1.16494 1.36762 0.0 0.0 -0.3
H 0.90251 2.78537 2.33747 0.1 -0.3 0.3
H 2.26910 3.41352 3.32359 -0.5 0.5 -0.5
H 3.22899 4.27103 0.96752 0.3 -0.2 0.6
H 2.07733 3.29944 0.25611 -0.5 -0.3 -0.7
H 1.63048 4.83697 0.99806 -0.5 -0.4 0.4
C -1.39934 -1.78584 -3.77839 1.2 -1.4 0.9
C -1.00648 -1.89833 -2.28157 0.8 2.4 -0.4
C -1.16565 -3.27577 -1.72725 1.7 0.0 1.1
C 0.07855 -4.08110 -2.12211 -0.9 -0.5 0.7
C 0.05598 -5.51792 -1.59096 2.1 0.0 0.9
C 0.01029 -5.63363 -0.03434 -1.6 2.2 -1.1
H -0.66795 -1.28293 -4.39845 -0.1 0.6 0.0
H -2.38022 -1.44057 -3.85784 -1.5 1.1 -0.4
H -1.46146 -2.78411 -4.18554 0.1 -0.6 -0.2
H 0.09039 -1.57986 -2.21474 -1.3 -0.5 0.2
H -1.54887 -1.10563 -1.69457 0.3 -0.8 -0.5
H -2.05978 -3.75096 -2.02077 -1.3 -0.5 -0.6
H -1.17790 -3.26600 -0.61816 -0.1 0.2 -0.4
H 0.30853 -4.04113 -3.17546 -0.5 -0.3 -0.7
H 0.87775 -3.49426 -1.72699 1.0 0.1 0.8
H -0.69230 -6.09427 -2.07982 -1.0 -0.4 -0.2
H 0.99916 -5.99971 -1.89638 -0.1 0.1 0.0
H 0.13089 -6.56564 0.40270 0.4 -2.2 0.2
H 0.73964 -4.99759 0.44942 0.3 0.4 -0.1
H -0.98424 -5.31298 0.33239 0.4 0.1 -0.1
C -4.31748 -7.93697 2.50283 0.1 -0.4 1.0
C -3.94138 -6.63369 1.80294 -0.6 1.0 1.0
C -4.06847 -5.28775 2.68455 1.4 -1.3 -1.1
C -3.78876 -4.10697 1.78891 0.0 1.6 -1.5
C -4.77143 -4.08685 0.54926 0.1 0.6 2.0
C -5.09687 -2.71932 -0.04015 0.3 0.0 -0.8
H -4.26855 -8.81548 1.82387 -0.1 0.6 0.3
H -5.32330 -7.94016 3.00580 0.8 0.2 -0.6
H -3.57462 -8.11370 3.31422 -0.5 -0.1 -0.4
H -2.88413 -6.70266 1.50453 -0.3 0.1 -0.2
H -4.56992 -6.50919 0.91479 0.3 -0.1 0.1
H -3.26312 -5.29396 3.43771 -0.6 -0.2 0.2
H -5.04436 -5.10345 3.12525 -0.1 -0.5 0.2
H -3.91198 -3.14997 2.34727 0.0 -0.6 -0.2
H -2.73543 -4.06418 1.38598 -0.8 -0.3 0.5
H -4.33993 -4.71065 -0.18511 0.5 -0.6 -1.1
H -5.67582 -4.61293 0.87862 -0.1 0.3 -0.2
H -5.60377 -2.87501 -0.99740 0.0 0.1 0.0
H -5.78311 -2.09980 0.53062 0.1 0.0 0.5
H -4.18642 -2.13118 -0.27240 -0.3 -0.3 0.3
C 3.50968 -0.86816 -1.11420 -0.1 1.2 0.2
C 4.64621 -0.38202 -0.20730 -0.2 -0.4 0.4
C 5.27613 0.95587 -0.55726 0.1 1.7 0.3
C 6.18277 0.99958 -1.75216 -0.2 -0.8 -1.6
C 6.57472 2.39386 -2.28452 0.6 -0.8 -0.2
C 7.73771 2.31617 -3.32537 -2.3 -0.1 -0.6
H 3.01163 -1.78330 -0.79636 0.0 0.2 0.4
H 3.94034 -1.09412 -2.06012 0.2 -0.2 -1.0
H 2.77605 -0.04542 -1.26878 0.2 -0.6 0.1
H 4.28238 -0.22112 0.81008 0.0 -0.6 0.1
H 5.39979 -1.19458 -0.20833 -0.1 0.5 0.3
H 5.84453 1.34501 0.33213 -0.5 -0.4 -0.6
H 4.51911 1.74358 -0.78393 -0.1 -0.6 0.5
H 7.02235 0.31670 -1.57318 0.3 0.4 -0.1
H 5.63287 0.54487 -2.59202 0.1 -0.2 0.1
H 5.70110 2.84712 -2.77701 0.2 0.1 0.5
H 6.88056 2.94901 -1.40243 0.0 0.7 -0.1
H 8.56928 1.87546 -2.84652 1.2 -0.3 0.2
H 7.43481 1.69531 -4.20264 0.1 0.0 0.8
H 7.93957 3.27233 -3.79862 0.3 0.3 0.4
C -0.85251 3.28300 -1.91251 -1.0 -0.8 -1.4
C -1.47113 2.05231 -1.14127 1.3 2.8 -0.3
C -0.35224 1.39083 -0.35870 0.5 0.6 -1.1
C -0.80691 0.46082 0.67888 -0.5 -0.3 1.7
C 0.13780 -0.66747 1.10766 0.7 1.5 0.8
C -0.39855 -1.34772 2.36086 0.4 0.7 0.5
H -0.02047 2.90676 -2.50701 0.1 -0.1 -0.3
H -0.38148 3.99523 -1.27189 0.0 0.6 0.8
H -1.55028 3.82126 -2.64257 0.7 -0.8 1.2
H -2.17646 2.47559 -0.46102 -0.9 0.1 0.6
H -2.00119 1.47066 -1.86284 -0.2 -0.9 -0.3
H 0.31697 2.14554 0.06490 -0.2 0.1 0.0
H 0.25226 0.88375 -1.07971 0.7 -0.6 -0.6
H -1.11381 1.06380 1.56128 0.5 -0.3 0.0
H -1.76753 0.11099 0.39109 -1.0 -1.1 -0.5
H 0.33439 -1.37797 0.33353 -0.1 -0.5 -0.8
H 1.14299 -0.16581 1.29779 -1.1 -0.8 0.0
H 0.28370 -2.11029 2.75312 -0.2 0.0 -0.1
H -0.51974 -0.56470 3.12873 0.2 -0.3 0.0
H -1.40197 -1.74885 2.23695 0.0 -0.3 -0.3
C -4.53163 1.63600 1.94361 0.3 0.3 1.2
C -5.49300 2.12808 0.89995 -1.5 0.8 -0.1
C -6.97429 1.91155 1.29940 0.2 -0.5 0.8
C -7.36696 2.32894 2.74533 0.7 -0.6 0.0
C -8.60913 1.61427 3.26834 -1.1 1.0 -2.2
C -9.34383 2.25852 4.41704 0.0 -1.7 1.8
H -4.78264 0.62398 2.31964 0.1 0.4 -0.2
H -4.50232 2.33260 2.82841 -0.2 -0.7 -0.8
H -3.51739 1.63961 1.56972 0.3 -0.2 -0.2
H -5.34899 3.22159 0.71986 0.2 -0.8 -0.1
H -5.44536 1.56441 -0.03759 0.7 0.3 0.0
H -7.16345 0.83800 1.15584 0.0 0.0 0.4
H -7.62743 2.35501 0.56034 -0.2 0.5 -0.1
H -6.53810 2.04467 3.42137 -0.2 0.5 -0.3
H -7.52551 3.40659 2.80738 0.2 0.1 0.0
H -9.26152 1.51742 2.37401 -0.1 0.1 0.5
H -8.39155 0.60426 3.51691 0.4 -0.9 0.4
H -9.91048 3.17258 4.34184 0.3 0.5 -0.6
H -10.06215 1.52075 4.83570 0.1 0.3 -0.4
H -8.62902 2.31818 5.24973 -0.1 0.6 -0.1
```
Forces are in eV/Å.

Löwdin atomic charge list, values in e, 6 entries: -1.605, 0.561, 0.552, 0.618, -0.036, -0.116

---

ORCA calculation (the ωB97M-V functional and the def2-TZVPD basis) on C12H21Br3FO7STl as an isolated structure at a distorted geometry.

Computed properties:
Orbital gap ... 2.4862 eV
E ... -255467.4490 eV
E_HOMO ... -15.66 eV
Net charge ... +2
Largest force on an atom ... 0.0421 hartree/bohr
Energy relative to the best compared isomer or geometry (same formula, charge and spin) ... 0.0000 eV

```
46
Properties=species:S:1:pos:R:3:forces:R:3
Tl 9.33182 13.71543 -17.03798 0.6 0.1 0.3
F 11.32255 13.50051 -14.99475 -0.1 0.1 0.0
O 10.88738 16.21017 -15.93590 -0.2 -0.8 -0.3
C 11.53401 16.82130 -15.12233 -0.7 0.5 0.5
O 11.04888 17.88457 -14.50439 0.3 -0.1 -0.7
C 11.98865 18.37699 -13.53111 1.0 -1.4 1.4
C 12.99922 17.20942 -13.31741 0.5 1.6 -0.2
C 12.90817 16.44805 -14.63323 0.4 -1.0 0.7
H 11.40962 18.53322 -12.62592 0.0 0.6 -0.1
H 12.59497 19.22267 -13.84099 -0.8 0.4 -0.4
H 12.85486 16.62836 -12.41073 -0.4 -0.3 -0.2
H 13.98023 17.68028 -13.21132 0.1 -0.3 0.0
H 12.98056 15.37997 -14.42732 -0.3 -0.1 -0.5
H 13.62597 16.67772 -15.42398 0.0 0.3 0.1
O 8.35285 14.35415 -14.47048 0.4 -0.2 0.0
C 8.64620 14.45489 -13.30038 -0.3 0.5 -0.6
O 8.74886 15.64333 -12.73828 -0.3 0.0 0.9
C 8.76503 15.48360 -11.27194 0.4 -0.4 0.2
C 8.49486 13.98688 -11.03118 1.0 0.8 0.6
C 8.93499 13.31938 -12.30309 -1.1 0.9 -1.4
H 8.02693 16.10807 -10.77767 -0.2 0.2 -0.5
H 9.73719 15.80590 -10.90128 0.2 0.0 -0.3
H 7.43952 13.86892 -10.80672 0.0 -0.5 0.0
H 9.14443 13.66958 -10.21214 -0.5 -0.2 0.3
H 8.30848 12.49112 -12.62215 0.5 -0.5 0.2
H 10.00747 13.22998 -12.51124 0.1 -0.6 0.4
O 13.97754 15.56770 -18.16096 -0.7 -0.4 0.5
S 13.59494 14.20886 -17.89958 1.0 -1.2 -1.2
O 12.21294 13.82241 -17.68372 0.2 0.5 -0.2
O 14.21191 13.28246 -19.10254 -0.1 1.0 1.8
C 13.41278 13.13820 -20.27930 -1.0 -0.2 -0.5
C 14.15876 12.36900 -21.34670 -0.4 0.1 0.1
C 14.56538 13.51710 -16.57995 0.3 0.3 -0.1
H 13.03730 14.11157 -20.61940 0.3 -0.1 0.1
H 12.54627 12.52680 -19.98580 0.0 0.3 -0.2
H 14.28522 11.35656 -20.96503 0.3 -0.1 -0.4
H 15.09729 12.79220 -21.69645 0.1 0.1 0.4
H 13.50095 12.36334 -22.21770 0.0 -0.3 0.0
H 14.70954 12.46378 -16.80041 0.0 0.0 0.0
H 14.07350 13.64455 -15.61954 -0.3 0.1 -0.2
H 15.50660 14.06363 -16.55693 0.1 -0.2 -0.1
C 12.86637 11.27076 -13.32177 0.2 -0.2 0.9
Br 14.62229 10.74430 -13.83880 -0.1 -0.2 0.0
Br 12.98801 12.30539 -11.67035 -0.2 -0.2 -0.4
Br 11.63620 9.81918 -13.04804 0.4 0.6 -0.3
H 12.54828 11.98639 -14.07560 -0.8 0.3 -0.4
```
Forces are in eV/Å.

Löwdin atomic charge list, values in e, 6 entries: 1.151, -0.361, 0.176, -0.415, 0.105, -0.078